19
Properties=species:S:1:pos:R:3:lowdin_charge:R:1 method="wB97M-V/def2-TZVPD" spin_multiplicity=1 max_force_ev_per_a=0.4 orbital_gap_ev=10.76 smiles=CC[C@@H](O)CCO relative_energy_kcal_mol=17.9
C 2.61 -0.47 0.58 -0.103
C 1.56 0.05 -0.39 -0.222
C 0.14 -0.10 0.13 -0.437
O 0.03 0.62 1.34 -0.036
C -0.87 0.44 -0.89 -0.135
C -2.34 0.19 -0.51 -0.222
O -2.58 0.06 0.90 -0.085
H 3.62 -0.26 0.21 0.070
H 2.50 0.01 1.56 0.072
H 2.52 -1.55 0.72 0.074
H 1.64 -0.47 -1.35 0.114
H 1.73 1.12 -0.59 0.119
H -0.06 -1.17 0.29 0.149
H -0.91 0.63 1.56 0.069
H -0.69 -0.02 -1.86 0.118
H -0.67 1.51 -0.99 0.123
H -2.72 -0.70 -1.02 0.117
H -2.95 1.03 -0.83 0.116
H -2.46 -0.86 1.14 0.099